(1)
Computed, not measured: 2 unconnected molecules or ions with the total composition C2H5NOS at a distorted geometry, with wB97M-V/def2-TZVPD.

Summary:
gap between HOMO and LUMO: 8.0763 eV
strongest force on any atom: 0.1165 Eh/bohr
total charge: 0

Last column: Mulliken charge in e.
Geometry (Å):
S: 1.1805 -0.0190 2.1517  -0.35
H: 1.2085 1.7591 -0.7003  0.24
N: -0.4543 -1.0784 0.5257  -0.45
O: -0.0373 0.2586 -1.5781  -0.51
H: 0.4889 -0.6852 -1.5435  0.34
H: -1.0367 1.5435 -0.4462  0.21
C: 0.2829 0.9459 -0.3877  -0.09
C: 0.3901 -0.0636 0.6341  0.07
H: -0.6840 -1.4358 1.5289  0.24
H: -1.3386 -1.2252 -0.1846  0.30



(2)
Computed, not measured: C16H20N2O3S in the gas phase at a distorted geometry, with wB97M-V/def2-TZVPD.

Summary:
gap between HOMO and LUMO: 8.2468 eV
strongest force on any atom: 0.1005 Eh/bohr
total charge: 0
structure (SMILES): CN(C)CCNC(=O)CCc1cc2c(C=O)c(O)ccc2s1

Last column: Mulliken charge in e.
Geometry (Å):
H: 2.8494 -2.5867 0.4582  0.32
H: -1.2233 0.6935 -3.3931  0.40
H: 2.0306 3.2701 3.6393  0.34
H: -0.8391 5.1586 3.2184  0.45
C: -0.8581 -1.7871 -2.9176  -0.81
H: -1.0807 -1.3351 -1.9424  0.35
H: 1.9302 -1.0800 -0.1478  0.37
O: -0.0548 -3.2618 0.2571  -0.61
H: 1.2774 -2.6073 2.5879  0.53
C: 1.6024 -1.8120 2.0296  -1.01
C: 1.0900 3.6324 3.1616  -0.16
C: 1.9017 -2.0111 0.4662  -0.47
O: -1.6947 4.8093 3.4303  -0.62
C: -0.2004 0.5221 -2.9868  -0.89
C: -2.6432 2.7598 2.9500  -0.74
O: 0.8760 4.8195 3.0947  -0.59
C: 0.6194 -0.6485 2.1550  0.46
H: 0.5052 1.3669 -3.3222  0.30
H: 1.7465 -2.2648 -2.1227  0.36
N: 1.0069 -2.8780 -1.6839  -0.27
H: 0.9321 -1.7113 -5.1388  0.33
H: 1.9658 1.0635 2.7309  0.24
H: -0.9740 -3.6722 -1.8155  0.41
H: -0.5138 -0.6971 -5.5881  0.28
C: -0.2220 2.8760 2.9237  0.28
H: -1.7358 -1.8852 -3.4244  0.56
C: 0.9780 0.6759 2.4334  -0.97
H: -3.5567 3.2805 3.0909  0.47
C: -1.5177 3.4742 3.1146  0.22
C: 0.3782 -0.8105 -4.8851  -1.06
H: -0.0670 -3.7005 -3.3477  0.35
C: -2.5083 1.4361 2.4816  -0.43
C: -0.2742 -3.1324 -2.4444  -0.92
H: 1.0535 0.0087 -4.9984  0.39
C: 0.8421 -2.7461 -0.3287  0.46
H: -3.4338 0.8389 2.3144  0.30
C: -1.2788 0.8850 2.2675  0.27
C: -0.1227 1.5579 2.4617  0.62
S: -1.1685 -0.8738 1.9997  -0.16
H: 2.5408 -1.4310 2.5050  0.34
H: -0.3335 0.6305 -1.8489  0.14
N: 0.1749 -0.8272 -3.4351  0.16



(3)
Computed, not measured: a molecular structure, C4H7NO2 at a distorted geometry, with wB97M-V/def2-TZVPD.

Summary:
gap between HOMO and LUMO: 7.9831 eV
strongest force on any atom: 0.0291 Eh/bohr
total charge: 0

Last column: Mulliken charge in e.
Geometry (Å):
H: -0.4897 -2.8688 1.3031  0.27
H: 0.9959 0.4586 -1.9770  0.19
O: 0.4698 2.3857 -1.4530  -0.69
O: 0.8944 -0.9203 0.8553  -0.49
C: -0.8229 0.3409 0.2040  -0.73
C: 1.2024 1.3346 -1.2874  -0.32
H: 0.7992 1.2567 1.3255  0.32
C: 0.6212 0.8646 0.2949  0.13
H: -1.8329 -2.3443 0.3490  0.25
N: -1.0314 -2.1082 0.9127  -0.41
H: 2.3125 1.4358 -1.2381  0.28
C: -0.3298 -1.0045 0.6268  0.57
H: -1.1777 0.4879 -0.8137  0.33
H: -1.6109 0.6813 0.8979  0.31



(4)
Computed, not measured: a molecular structure, C6H11PS at a distorted geometry, with wB97M-V/def2-TZVPD.

Summary:
gap between HOMO and LUMO: 8.0555 eV
strongest force on any atom: 0.0707 Eh/bohr
total charge: 0

Last column: Mulliken charge in e.
Geometry (Å):
H: -0.4347 2.9079 -0.2265  0.45
C: -1.3264 0.1151 -0.3300  -0.50
H: -0.4610 -1.8559 1.9702  0.36
C: -0.4000 -0.8585 1.6342  -0.98
H: 0.9642 -2.4877 -0.6791  0.30
H: -2.2702 0.3584 -0.9486  0.26
C: -0.0220 2.1271 0.2585  -1.40
H: 0.0824 -1.3439 -1.8142  0.30
C: 1.0509 -1.5629 -1.2886  -0.94
P: 1.3082 -0.2200 -0.0236  0.39
S: 3.1755 0.3703 -0.0136  -0.40
H: 0.0681 0.9880 -1.6923  0.50
H: -0.1653 -0.2329 2.5202  0.30
H: -0.5428 1.8626 1.2263  0.28
H: 0.9738 2.4125 0.3909  0.37
H: -2.2889 -1.3410 0.8393  0.34
C: -0.0857 0.8781 -0.5854  0.01
C: -1.5333 -0.5728 0.7888  0.01
H: 1.9072 -1.5442 -2.0268  0.33



(5)
Computed, not measured: 2 unconnected molecules or ions with the total composition C9H11NO at a distorted geometry, with wB97M-V/def2-TZVPD.

Summary:
gap between HOMO and LUMO: 9.9548 eV
strongest force on any atom: 0.0723 Eh/bohr
total charge: 0
structure (SMILES): Cc1ccccc1C.N=C=O

Last column: Mulliken charge in e.
Geometry (Å):
C: -0.3121 -2.0126 1.2063  0.67
C: 1.9245 -0.2213 -1.1872  -0.56
H: 0.4775 -0.9008 -2.5387  0.10
H: 3.1352 0.4583 0.5789  0.39
N: 0.7488 -2.3244 0.7642  -0.56
O: -1.3365 -1.7498 1.6582  -0.44
H: -2.5137 0.7084 -1.5288  0.26
H: 1.6046 -1.7434 0.8515  0.39
C: -0.4444 0.1233 -0.7729  0.74
C: 1.2179 0.9131 0.8525  -0.58
H: -1.7203 -0.6530 -2.1252  0.52
H: -2.0964 0.9005 1.5743  0.21
H: 2.5649 -0.6181 -1.9320  0.38
C: 2.2318 0.3361 0.0606  -1.00
H: 1.6270 1.3764 1.7784  0.27
C: -1.7995 -0.1653 -1.2350  -1.56
H: -2.2180 -0.7497 -0.4948  0.33
C: 0.6246 -0.2884 -1.5497  -0.16
H: -1.6046 2.2004 0.4199  0.39
C: -1.2441 1.5701 1.1607  -1.39
C: -0.1241 0.8733 0.3883  1.19
H: -0.7429 1.9668 2.0706  0.39



(6)
Computed, not measured: a molecular structure, C21H24LuN2O2P2 at a distorted geometry, with wB97M-V/def2-TZVPD.

Summary:
gap between HOMO and LUMO: 7.3095 eV
strongest force on any atom: 0.0580 Eh/bohr
total charge: +1

Last column: Mulliken charge in e.
Geometry (Å):
C: -1.8119 -3.6639 1.1817  -1.20
C: 1.3199 -1.9542 -1.2142  -0.06
C: 1.4336 -0.5362 -1.1167  0.50
H: 4.6032 -0.0770 -2.2366  0.47
H: -2.9510 1.8275 3.0314  0.37
C: 0.9670 -4.0573 1.4935  -1.21
H: -1.7422 -4.6187 0.6419  0.43
P: -0.2358 -2.7674 1.0462  0.56
C: 2.4368 -2.6630 -1.6502  -0.69
H: 4.0565 2.5094 -0.3399  0.37
H: 1.9602 -3.8127 1.0982  0.40
H: -0.8435 -2.1397 -1.2229  0.35
H: -3.8487 -1.2671 1.8363  0.39
O: 0.5576 3.7062 3.8515  -0.52
N: 0.4439 0.2256 -0.4500  0.64
C: -0.1322 4.2290 -1.4484  -1.06
H: 2.3813 -3.7539 -1.7102  0.45
C: -1.1137 2.0662 -0.9253  -0.26
H: 4.4890 -2.5868 -2.3168  0.39
C: 3.2544 1.8394 -0.0126  -0.25
H: 3.2676 2.0647 -2.1264  1.03
H: -2.3011 0.2900 -1.3073  0.42
C: 3.6214 -2.0071 -2.0016  -1.00
C: -3.8441 -0.5972 0.9656  -1.33
C: 0.0354 -2.6613 -0.8098  -1.01
C: -3.1229 1.9571 1.9544  -1.37
C: 2.6609 1.6227 -1.3288  0.10
C: -2.3111 1.1786 -0.6508  -1.24
C: 0.3308 2.6911 3.2784  0.63
C: 1.1378 3.6594 -1.5423  -0.67
H: -2.6203 2.8810 1.6379  0.35
C: 0.2001 1.5289 -0.9348  1.10
H: -3.2376 1.7463 -0.8266  0.55
H: -3.7849 -1.2037 0.0520  0.36
C: 1.2932 2.2906 -1.3292  -0.07
H: 0.0414 -3.6958 -1.1785  0.64
N: 0.0983 1.6477 2.7046  -0.72
H: -4.2019 2.0261 1.7533  0.43
H: -4.7713 -0.0071 0.9621  0.47
H: -2.2418 3.8810 -1.1311  0.43
H: 0.6418 -5.0331 1.1059  0.37
C: -1.2465 3.4322 -1.1654  -0.72
Lu: 0.2126 -0.1023 1.5139  0.67
H: -0.2569 5.3002 -1.6095  0.38
O: 2.8995 1.3621 1.0477  -0.47
H: 1.0238 -4.0993 2.5900  0.40
P: -2.4016 0.5095 1.0972  0.95
H: -2.6443 -3.0655 0.7878  0.25
C: 2.5797 0.1188 -1.5484  -0.15
C: 3.6933 -0.6144 -1.9593  -0.74
H: 2.0201 4.2539 -1.7852  0.48
H: -1.9960 -3.8605 2.2470  0.39



What did the sixth record say?
Computed, not measured: a molecular structure, C21H24LuN2O2P2 at a distorted geometry, with wB97M-V/def2-TZVPD.

Summary:
gap between HOMO and LUMO: 7.3095 eV
strongest force on any atom: 0.0580 Eh/bohr
total charge: +1

Last column: Mulliken charge in e.
Geometry (Å):
C: -1.8119 -3.6639 1.1817  -1.20
C: 1.3199 -1.9542 -1.2142  -0.06
C: 1.4336 -0.5362 -1.1167  0.50
H: 4.6032 -0.0770 -2.2366  0.47
H: -2.9510 1.8275 3.0314  0.37
C: 0.9670 -4.0573 1.4935  -1.21
H: -1.7422 -4.6187 0.6419  0.43
P: -0.2358 -2.7674 1.0462  0.56
C: 2.4368 -2.6630 -1.6502  -0.69
H: 4.0565 2.5094 -0.3399  0.37
H: 1.9602 -3.8127 1.0982  0.40
H: -0.8435 -2.1397 -1.2229  0.35
H: -3.8487 -1.2671 1.8363  0.39
O: 0.5576 3.7062 3.8515  -0.52
N: 0.4439 0.2256 -0.4500  0.64
C: -0.1322 4.2290 -1.4484  -1.06
H: 2.3813 -3.7539 -1.7102  0.45
C: -1.1137 2.0662 -0.9253  -0.26
H: 4.4890 -2.5868 -2.3168  0.39
C: 3.2544 1.8394 -0.0126  -0.25
H: 3.2676 2.0647 -2.1264  1.03
H: -2.3011 0.2900 -1.3073  0.42
C: 3.6214 -2.0071 -2.0016  -1.00
C: -3.8441 -0.5972 0.9656  -1.33
C: 0.0354 -2.6613 -0.8098  -1.01
C: -3.1229 1.9571 1.9544  -1.37
C: 2.6609 1.6227 -1.3288  0.10
C: -2.3111 1.1786 -0.6508  -1.24
C: 0.3308 2.6911 3.2784  0.63
C: 1.1378 3.6594 -1.5423  -0.67
H: -2.6203 2.8810 1.6379  0.35
C: 0.2001 1.5289 -0.9348  1.10
H: -3.2376 1.7463 -0.8266  0.55
H: -3.7849 -1.2037 0.0520  0.36
C: 1.2932 2.2906 -1.3292  -0.07
H: 0.0414 -3.6958 -1.1785  0.64
N: 0.0983 1.6477 2.7046  -0.72
H: -4.2019 2.0261 1.7533  0.43
H: -4.7713 -0.0071 0.9621  0.47
H: -2.2418 3.8810 -1.1311  0.43
H: 0.6418 -5.0331 1.1059  0.37
C: -1.2465 3.4322 -1.1654  -0.72
Lu: 0.2126 -0.1023 1.5139  0.67
H: -0.2569 5.3002 -1.6095  0.38
O: 2.8995 1.3621 1.0477  -0.47
H: 1.0238 -4.0993 2.5900  0.40
P: -2.4016 0.5095 1.0972  0.95
H: -2.6443 -3.0655 0.7878  0.25
C: 2.5797 0.1188 -1.5484  -0.15
C: 3.6933 -0.6144 -1.9593  -0.74
H: 2.0201 4.2539 -1.7852  0.48
H: -1.9960 -3.8605 2.2470  0.39